[1]
A single C17H24N4O3 molecule, computed with wB97M-V/def2-TZVPD.

Output
E_tot: -1106.91784 Eh
E_HOMO: -9.2 eV
LUMO energy: 0.8815 eV
Energy relative to the best compared isomer or geometry (same formula, charge and spin): 2.4284 eV
2S+1: 1
SMILES string: O=C(CCc1nnc(CCC2CCCCC2)o1)NCc1ccon1

Geometry (Å):
O: -2.8605 -1.8512 -1.0519
C: -3.3061 -1.7740 0.0736
N: -4.5631 -1.3528 0.3369
H: -4.8514 -1.1707 1.2857
C: -5.3941 -0.7659 -0.6878
C: -5.9212 0.5615 -0.2636
N: -5.9880 0.9070 0.9969
O: -6.5214 2.1454 1.0533
C: -6.7874 2.5632 -0.1850
C: -6.4325 1.6030 -1.0823
H: -6.5097 1.6211 -2.1480
H: -7.2154 3.5399 -0.2911
H: -6.2403 -1.4300 -0.9165
H: -4.7847 -0.6686 -1.5920
C: -2.5264 -2.1851 1.3157
H: -2.5591 -1.3672 2.0361
H: -2.9914 -3.0689 1.7560
C: -1.0744 -2.4762 0.9427
C: -0.4668 -1.2568 0.3559
N: -0.6764 -0.0322 0.7090
N: 0.0713 0.7471 -0.1049
C: 0.7033 -0.0415 -0.9096
O: 0.4049 -1.3392 -0.6699
C: 1.6301 0.3362 -1.9990
H: 1.7429 1.4188 -1.9824
H: 1.1607 0.0540 -2.9461
C: 2.9884 -0.3715 -1.9111
H: 3.5232 -0.1684 -2.8423
H: 2.8148 -1.4491 -1.8576
C: 3.8942 0.0403 -0.7423
C: 3.3608 -0.3914 0.6243
C: 4.3909 -0.0894 1.7096
C: 4.7152 1.4011 1.7306
C: 5.2165 1.8584 0.3642
C: 4.1832 1.5417 -0.7139
H: 3.2649 2.0876 -0.4911
H: 4.5500 1.8696 -1.6895
H: 5.4162 2.9319 0.3821
H: 6.1547 1.3481 0.1316
H: 5.4693 1.6079 2.4932
H: 3.8133 1.9604 1.9887
H: 4.0049 -0.3991 2.6832
H: 5.3035 -0.6587 1.5147
H: 3.1310 -1.4603 0.6158
H: 2.4453 0.1556 0.8530
H: 4.8480 -0.4807 -0.9011
H: -0.5095 -2.7788 1.8280
H: -1.0216 -3.2719 0.1982

=====

[2]
A single C17H24N4O4S2 molecule, computed with wB97M-V/def2-TZVPD.

Output
E_tot: -1978.53829 Eh
E_HOMO: -9.1 eV
LUMO energy: -0.1278 eV
Energy relative to the best compared isomer or geometry (same formula, charge and spin): 2.0493 eV
2S+1: 1
SMILES string: CCCCN(CC)S(=O)(=O)c1ccc(C(=O)Nc2nnc(CSC)o2)cc1

Geometry (Å):
C: -1.2875 1.1719 -5.5093
C: -0.6516 2.4867 -5.0717
C: -0.6825 2.6937 -3.5576
C: 0.1727 1.6676 -2.8088
N: 0.4418 2.0803 -1.4516
S: 1.9867 2.0255 -0.8781
O: 2.0984 2.9718 0.1931
O: 2.8759 2.1273 -1.9959
C: 2.1842 0.3857 -0.1544
C: 2.0020 -0.7381 -0.9379
C: 2.0945 -1.9909 -0.3581
C: 2.3688 -2.1084 1.0022
C: 2.6115 -0.9706 1.7672
C: 2.5063 0.2800 1.1852
H: 2.6679 1.1855 1.7484
H: 2.8876 -1.0633 2.8075
C: 2.4619 -3.4703 1.5923
O: 3.1289 -4.3609 1.1290
N: 1.7337 -3.6950 2.7502
C: 0.7452 -2.9661 3.3350
N: 0.1315 -3.3142 4.4243
N: -0.7718 -2.3456 4.6806
C: -0.6705 -1.4603 3.7474
C: -1.4780 -0.2461 3.5745
H: -0.9716 0.4665 2.9280
H: -1.7253 0.1959 4.5377
S: -3.0522 -0.6931 2.7391
C: -3.8476 -1.5755 4.1062
H: -4.7063 -2.0915 3.6906
H: -3.1399 -2.2863 4.5261
H: -4.1677 -0.8605 4.8589
O: 0.2852 -1.8005 2.8346
H: 1.8698 -4.6039 3.1809
H: 1.9495 -2.8851 -0.9448
H: 1.7934 -0.6257 -1.9895
C: -0.6207 2.1153 -0.4764
C: -1.2113 0.7471 -0.1365
H: -0.4545 0.0858 0.2796
H: -1.6308 0.2768 -1.0220
H: -2.0133 0.8625 0.5881
H: -1.4122 2.7738 -0.8459
H: -0.1836 2.5738 0.4122
H: -0.3082 0.6822 -2.8283
H: 1.1497 1.6002 -3.2897
H: -1.7157 2.6416 -3.2079
H: -0.2937 3.6862 -3.3236
H: 0.3831 2.5241 -5.4173
H: -1.1889 3.3126 -5.5430
H: -2.3027 1.0925 -5.1260
H: -0.7142 0.3215 -5.1502
H: -1.3278 1.1171 -6.5946

=====

[3]
A molecular structure, C17H24N4O4S2, computed with wB97M-V/def2-TZVPD.

Output
E_tot: -1977.88734 Eh
E_HOMO: -8.0 eV
LUMO energy: -0.4070 eV
Energy relative to the best compared isomer or geometry (same formula, charge and spin): 19.7625 eV
2S+1: 1

Geometry (Å):
C: -6.7766 -1.8382 -1.3760
N: -6.0281 -1.0684 -0.4309
C: -5.9057 0.4306 -0.8216
C: -5.4616 1.1010 0.3632
N: -4.1994 0.4240 0.6064
C: -3.2027 1.2902 0.8793
S: -3.2697 2.9019 0.9425
N: -1.9053 0.8117 0.8833
C: -1.3740 -0.1284 0.0816
O: -1.9010 -0.8062 -0.6773
C: 0.0797 -0.1672 0.4283
C: 0.7943 -0.7262 -0.7688
C: 2.2761 -1.2308 -0.6274
C: 2.8581 -0.7429 0.7563
C: 2.0850 -0.4192 1.6753
C: 0.6686 -0.1989 1.7765
H: 0.1898 -0.0200 2.5568
H: 2.5556 -0.3229 2.8321
S: 4.7009 -1.0174 0.8298
O: 4.8929 -2.3394 0.4208
O: 4.9300 -0.8872 2.1664
N: 5.0718 0.1719 0.0280
C: 6.5174 -0.0744 -0.5835
H: 6.4530 -1.1386 -0.8978
C: 6.8478 1.0460 -1.9292
H: 7.9564 0.7831 -2.0580
O: 6.7813 1.9840 -1.1349
C: 5.5261 2.5855 -0.6464
H: 5.4444 3.3925 -0.0798
C: 5.1403 1.3603 0.5287
H: 4.0907 1.6707 0.7416
H: 5.7499 1.4589 1.1938
H: 4.7743 2.4290 -1.4029
H: 6.1251 0.6582 -2.5506
H: 7.2326 -0.2139 0.1741
H: 2.9093 -1.2000 -1.2893
H: 0.4320 -0.9858 -1.7833
H: -1.2355 1.4635 1.6951
C: -4.3118 -0.7611 1.1022
H: -3.4287 -1.0629 1.4488
C: -4.7901 -1.6647 0.0670
H: -5.1174 -2.5628 0.4336
H: -4.2663 -1.5672 -0.9099
H: -5.0179 -1.0522 1.9707
H: -5.5159 2.2492 0.0618
H: -6.0426 0.9688 1.2283
H: -6.9730 0.6110 -1.0091
H: -5.2659 0.3337 -1.6256
H: -6.9043 -2.7737 -1.2200
H: -7.9509 -1.3642 -1.5950
H: -6.2391 -1.7912 -2.4549

=====

[4]
A molecular structure, C17H24NOPdSSb2, computed with wB97M-V/def2-TZVPD.

Output
E_tot: -1798.73250 Eh
E_HOMO: -3.6 eV
LUMO energy: 3.0237 eV
Energy relative to the best compared isomer or geometry (same formula, charge and spin): 0.0031 eV
Net charge: -1
2S+1: 1

Geometry (Å):
Pd: 1.8102 0.0891 1.1088
C: -0.4097 -2.7954 2.8880
Sb: 0.8128 -1.0315 3.1152
C: 1.5510 -1.5962 5.0660
C: -0.8542 0.1487 3.8785
C: -0.4152 1.3973 4.5732
C: -0.1215 1.3241 5.9379
C: 0.3052 2.4219 6.6650
C: 0.4380 3.6459 6.0260
C: 0.1421 3.7394 4.6770
C: -0.2776 2.6391 3.9236
C: -0.5492 2.8445 2.4666
Sb: 1.2317 2.5389 1.2354
C: 0.4574 3.6777 -0.4149
C: 2.3190 4.2008 2.0825
H: -1.0146 -2.9715 3.7792
H: 0.2242 -3.6620 2.6999
H: -1.0567 -2.6538 2.0223
H: 0.7376 -1.9693 5.6908
H: 2.0169 -0.7360 5.5458
H: 2.3003 -2.3788 4.9451
H: -1.4022 -0.5000 4.5650
H: -1.4886 0.3477 3.0153
H: -0.2391 0.3684 6.4370
H: 0.5238 2.3226 7.7212
H: 0.7625 4.5229 6.5726
H: 0.2343 4.6976 4.1780
H: -0.8763 3.8696 2.2815
H: -1.3068 2.1674 2.0738
H: -0.0048 4.5977 -0.0512
H: -0.2707 3.0553 -0.9348
H: 1.2681 3.9248 -1.1006
H: 1.7137 5.1090 2.0732
H: 3.2192 4.3639 1.4891
H: 2.6114 3.9668 3.1057
O: -0.1097 0.6937 -1.7606
N: 0.9922 0.9552 -2.3744
C: 0.9955 1.9560 -3.2921
C: 2.1164 2.3308 -3.9896
C: 3.3081 1.6535 -3.7444
C: 3.3023 0.6363 -2.8176
C: 2.1544 0.2524 -2.1058
S: 2.1579 -1.0593 -0.9895
H: 0.0285 2.4206 -3.4091
H: 2.0471 3.1391 -4.7044
H: 4.2179 1.9166 -4.2691
H: 4.2013 0.0813 -2.5890

=====

[5]
A molecular structure, C17H25AlF3O12S, computed with wB97M-V/def2-TZVPD.

Output
E_tot: -2505.49015 Eh
E_HOMO: -12.1 eV
LUMO energy: -8.3649 eV
Energy relative to the best compared isomer or geometry (same formula, charge and spin): 0.0000 eV
Net charge: +1
2S+1: 1

Geometry (Å):
Al: -12.2359 -4.7045 22.9030
C: -9.7002 -5.4166 27.3817
F: -9.0754 -5.1613 28.5080
F: -9.1171 -6.4540 26.7668
F: -10.9760 -5.7485 27.6044
S: -9.7241 -3.9208 26.2615
O: -10.4034 -2.8937 26.9954
O: -8.3339 -3.6591 25.9722
O: -10.4380 -4.3578 25.0481
O: -9.9941 -4.1963 21.6755
H: -9.5162 -3.9985 20.8528
O: -13.8850 -2.3991 22.7506
C: -14.2223 -1.2654 22.5202
O: -15.3502 -0.7492 23.0256
C: -15.5932 0.5318 22.4401
C: -14.2509 1.0788 21.9801
C: -13.5408 -0.2339 21.6348
H: -16.1482 1.1258 23.1604
H: -16.1984 0.3983 21.5381
H: -13.7748 1.6660 22.7643
H: -14.4153 1.7716 21.1570
H: -12.4933 -0.1533 21.9258
H: -13.5773 -0.5860 20.6044
O: -10.2875 -6.8113 23.3087
C: -9.0932 -7.0179 23.3639
O: -8.6264 -8.2536 23.2143
C: -7.1811 -8.2382 23.1429
C: -6.8143 -6.9302 23.8066
C: -7.9783 -5.9897 23.5425
H: -6.8935 -8.2594 22.0923
H: -6.7663 -9.0726 23.6994
H: -5.8242 -6.5477 23.5541
H: -6.7159 -7.0382 24.8903
H: -7.9629 -5.4128 22.6147
H: -8.2486 -5.3662 24.3866
O: -13.3496 -3.5506 25.3199
C: -13.9546 -3.3799 26.3485
O: -15.0206 -2.5593 26.4197
C: -15.5844 -2.5580 27.7299
C: -14.9521 -3.7576 28.4305
C: -13.6088 -3.8642 27.7348
H: -16.6663 -2.5695 27.8625
H: -15.3591 -1.6296 28.2665
H: -15.5409 -4.6328 28.1349
H: -14.8978 -3.7969 29.5147
H: -13.1245 -4.8363 27.7339
H: -12.8506 -3.1956 28.1551
O: -13.3168 -7.3286 22.8458
C: -13.7000 -8.4676 22.6958
O: -14.5645 -9.0285 23.5183
C: -14.8592 -10.3777 23.1148
C: -14.3149 -10.4905 21.6897
C: -13.1767 -9.4678 21.6605
H: -15.9271 -10.5830 23.1615
H: -14.4110 -11.0475 23.8496
H: -15.1042 -10.2870 20.9717
H: -13.9150 -11.4977 21.5824
H: -13.0862 -8.8370 20.7773
H: -12.1911 -9.8288 21.9455